Entry 1:
Entry from OMol25: C9H8Cl3F5NO5SSrTe as an isolated structure (the ωB97M-V functional and the def2-TZVPD basis).

Gap between HOMO and LUMO ... 8.44 eV
Energy relative to the best compared isomer or geometry (same formula, charge and spin) ... 2.289 eV

ORCA input file:
```
! RIJCOSX wB97M-V def2-TZVPD def2/J DEFGRID3
* xyz -1 1
Sr -0.613 0.192 -0.451
C 0.725 -3.239 1.742
C 0.140 -1.915 2.139
C -1.232 -1.751 2.285
C -1.781 -0.517 2.617
C -0.957 0.586 2.814
C 0.417 0.428 2.701
C 0.953 -0.808 2.365
H 1.001 -3.822 2.625
H 1.615 -3.103 1.129
H 0.013 -3.817 1.155
H -1.886 -2.597 2.107
H -2.855 -0.413 2.703
H -1.372 1.560 3.032
H 1.069 1.282 2.830
H 2.026 -0.908 2.243
Cl 1.988 5.128 -0.783
C 0.270 4.621 -0.848
Cl -0.406 5.092 -2.439
Cl -0.609 5.487 0.418
C 0.100 3.101 -0.629
N -0.584 2.496 0.143
F -2.073 -0.669 -2.017
Te -0.482 -1.760 -2.685
F -0.911 -1.155 -4.360
F 0.161 -3.435 -3.248
F -2.031 -2.807 -2.853
F 1.277 -1.358 -3.167
O -0.113 -1.979 -0.919
O 1.606 0.404 -0.944
S 1.304 1.160 -2.161
O 2.281 1.227 -3.186
O -0.095 0.690 -2.638
O 1.057 2.597 -1.723
*
```


Entry 2:
Entry from OMol25: C58H52As2BrN3O3SSiTa as an isolated structure (the ωB97M-V functional and the def2-TZVPD basis).

Gap between HOMO and LUMO ... 6.85 eV
Energy relative to the best compared isomer or geometry (same formula, charge and spin) ... 0.678 eV

ORCA input file:
```
! RIJCOSX wB97M-V def2-TZVPD def2/J DEFGRID3
* xyz 1 1
Ta 0.657 -0.580 -0.639
N 4.401 -2.346 -2.563
C 3.164 -1.915 -2.241
S 3.083 -0.402 -1.357
N 2.151 -2.612 -2.614
N 0.902 -2.136 -2.266
C -0.049 -2.927 -2.650
C -1.448 -2.644 -2.627
C -2.366 -3.624 -3.044
C -3.679 -3.299 -3.279
C -4.088 -1.971 -3.119
C -3.216 -1.008 -2.658
C -1.888 -1.338 -2.371
O -1.033 -0.414 -1.941
H 5.210 -1.857 -2.236
H 4.501 -3.199 -3.085
H 0.278 -3.845 -3.130
H -2.014 -4.642 -3.188
H -4.386 -4.059 -3.587
H -5.112 -1.691 -3.340
H -3.556 0.009 -2.493
C 1.555 3.179 -1.581
C 2.405 2.780 -0.389
As 1.660 1.541 0.976
C 0.534 2.749 2.009
C -0.304 3.683 1.409
C -1.103 4.508 2.190
C -1.079 4.397 3.573
C -0.252 3.457 4.174
C 0.556 2.645 3.395
C 3.364 1.731 1.944
C 3.614 2.894 2.666
C 4.877 3.128 3.187
C 5.902 2.209 2.990
C 5.663 1.068 2.240
C 4.400 0.834 1.708
As 0.850 1.639 -2.577
C 2.174 1.524 -3.995
C 1.749 1.029 -5.226
C 2.635 0.937 -6.289
C 3.955 1.337 -6.127
C 4.390 1.802 -4.893
C 3.504 1.886 -3.827
C -0.484 2.662 -3.562
C -0.080 3.759 -4.314
C -1.019 4.512 -5.001
C -2.367 4.170 -4.947
C -2.772 3.073 -4.203
C -1.829 2.322 -3.510
H 2.147 3.786 -2.262
H 0.699 3.773 -1.279
H 2.735 3.654 0.164
H 3.301 2.262 -0.728
H -0.361 3.767 0.336
H -1.740 5.243 1.711
H -1.694 5.048 4.184
H -0.234 3.356 5.253
H 1.219 1.938 3.867
H 2.835 3.625 2.817
H 5.064 4.041 3.741
H 6.885 2.392 3.408
H 6.461 0.356 2.059
H 4.243 -0.043 1.094
H 0.716 0.730 -5.356
H 2.294 0.559 -7.245
H 4.644 1.288 -6.961
H 5.422 2.101 -4.757
H 3.866 2.233 -2.867
H 0.969 4.021 -4.376
H -0.698 5.367 -5.584
H -3.096 4.756 -5.494
H -3.819 2.797 -4.164
H -2.142 1.459 -2.938
O -1.130 1.434 -0.152
H -1.715 1.580 0.606
H -1.646 0.937 -0.811
Br 3.967 -5.639 2.841
C 3.040 -4.264 1.927
C 3.230 -2.942 2.292
C 2.558 -1.947 1.594
C 1.699 -2.226 0.527
C 1.506 -3.576 0.226
C 2.165 -4.591 0.909
H 3.893 -2.686 3.111
H 2.713 -0.932 1.925
H 0.809 -3.874 -0.545
H 1.982 -5.630 0.661
O -0.705 -1.186 0.564
Si -1.974 -1.413 1.619
C -3.579 -0.703 0.979
C -3.991 0.597 1.300
C -5.261 1.055 0.974
C -6.153 0.209 0.325
C -5.759 -1.078 -0.021
C -4.483 -1.525 0.296
C -1.454 -0.613 3.236
C -2.370 -0.118 4.173
C -1.976 0.165 5.477
C -0.671 -0.091 5.880
C 0.251 -0.591 4.968
C -0.134 -0.823 3.653
C -2.257 -3.181 2.160
C -3.534 -3.623 2.532
C -3.719 -4.877 3.102
C -2.630 -5.712 3.321
C -1.355 -5.285 2.970
C -1.175 -4.031 2.406
H -3.319 1.257 1.847
H -5.566 2.059 1.246
H -7.159 0.546 0.101
H -6.449 -1.740 -0.534
H -4.189 -2.535 0.021
H -3.408 0.031 3.887
H -2.696 0.552 6.189
H -0.374 0.088 6.909
H 1.264 -0.818 5.288
H 0.582 -1.232 2.948
H -4.397 -2.984 2.386
H -4.714 -5.200 3.386
H -2.773 -6.686 3.773
H -0.496 -5.925 3.148
H -0.174 -3.700 2.164
*
```


Entry 3:
Entry from OMol25: the molecule C4H6O (the ωB97M-V functional and the def2-TZVPD basis).

Gap between HOMO and LUMO ... 10.89 eV
Energy relative to the best compared isomer or geometry (same formula, charge and spin) ... 1.923 eV
SMILES string ... C=C[C@H]1CO1

ORCA input file:
```
! RIJCOSX wB97M-V def2-TZVPD def2/J DEFGRID3
* xyz 0 1
C -1.730 -0.584 0.031
C -0.867 0.469 -0.155
C 0.571 0.442 -0.527
C 1.616 0.005 0.469
H -1.559 -1.642 -0.194
H -2.776 -0.309 0.284
H -1.280 1.559 0.115
H 0.944 0.826 -1.466
H 1.204 -0.270 1.524
H 2.631 0.398 0.407
O 1.247 -0.894 -0.489
*
```


Entry 4:
Entry from OMol25: the molecule C4H11NOS (the ωB97M-V functional and the def2-TZVPD basis).

Gap between HOMO and LUMO ... 9.94 eV
Energy relative to the best compared isomer or geometry (same formula, charge and spin) ... 1.058 eV
SMILES string ... C[C@@H](CS)NCO

ORCA input file:
```
! RIJCOSX wB97M-V def2-TZVPD def2/J DEFGRID3
* xyz 0 1
C -0.048 0.710 1.416
C 0.352 -0.234 0.300
C -0.116 -1.667 0.538
S 0.359 -2.362 2.149
N -0.180 0.161 -1.009
C 0.417 1.321 -1.599
O -0.288 1.690 -2.768
H -1.108 0.582 1.653
H 0.551 0.539 2.315
H 0.131 1.740 1.117
H 1.442 -0.232 0.186
H 0.270 -2.307 -0.249
H -1.201 -1.722 0.442
H -0.866 -2.645 2.604
H -1.189 0.231 -0.983
H 1.466 1.093 -1.848
H 0.398 2.211 -0.962
H -0.391 0.893 -3.303
*
```


Entry 5:
Entry from OMol25: a 6-piece molecular cluster, H12O5S overall (the ωB97M-V functional and the def2-TZVPD basis).

Gap between HOMO and LUMO ... 10.73 eV
Energy relative to the best compared isomer or geometry (same formula, charge and spin) ... 1.000 eV
SMILES string ... O.O.O.O.O.S

ORCA input file:
```
! RIJCOSX wB97M-V def2-TZVPD def2/J DEFGRID3
* xyz 0 1
S -1.231 1.815 0.637
H -0.950 3.051 0.980
H -1.591 1.475 1.909
H -0.318 -0.510 -1.776
H 0.085 -1.873 -2.223
O -0.228 -1.022 -2.585
H -2.329 1.233 -1.635
H -2.064 0.532 -2.913
O -2.751 0.624 -2.239
H 2.922 1.915 0.400
H 1.592 1.729 -0.067
O 2.415 1.214 -0.038
H -0.706 -1.641 1.997
H 0.673 -2.412 1.993
O -0.264 -2.490 1.828
H 3.265 -2.497 2.161
H 3.411 -1.481 0.998
O 2.789 -1.917 1.576
*
```


Entry 6:
Entry from OMol25: C16H30N2OP2Re as an isolated structure (the ωB97M-V functional and the def2-TZVPD basis).

Gap between HOMO and LUMO (alpha / beta) ... 4.59 / 7.06 eV

ORCA input file:
```
! RIJCOSX wB97M-V def2-TZVPD def2/J DEFGRID3
* xyz 0 4
Re 0.149 -0.215 0.230
P -1.060 1.489 1.233
P 1.028 -2.047 -1.103
N 0.392 0.699 -1.255
H 1.019 0.891 1.146
C -0.261 2.556 2.486
H -0.977 3.318 2.816
H 0.610 3.032 2.024
H 0.080 1.956 3.334
C -2.658 1.133 2.041
H -3.059 2.072 2.441
H -2.539 0.404 2.846
H -3.339 0.723 1.290
C -1.685 2.745 0.055
H -2.257 3.487 0.627
H -2.343 2.271 -0.682
H -0.864 3.243 -0.470
C 2.779 -2.569 -0.873
H 3.029 -3.345 -1.603
H 2.927 -2.949 0.150
H 3.439 -1.708 -1.024
C 0.165 -3.605 -0.752
H 0.703 -4.434 -1.226
H -0.854 -3.541 -1.144
H 0.134 -3.752 0.334
C 1.027 -1.904 -2.933
H 1.499 -2.796 -3.361
H 1.595 -1.022 -3.245
H 0.003 -1.816 -3.308
C 0.488 1.506 -2.330
C 1.614 3.303 -3.509
C 1.533 2.471 -2.404
C -0.501 1.454 -3.361
C -0.388 2.300 -4.452
C 0.669 3.211 -4.537
H 2.426 4.029 -3.554
H 2.225 2.504 -1.553
H -1.323 0.741 -3.220
H -1.141 2.245 -5.236
H 0.757 3.853 -5.409
C -0.957 -1.652 3.000
O -1.144 -1.300 1.808
C -0.385 -0.785 4.066
H 0.075 -1.426 4.828
H -1.147 -0.154 4.543
H 0.423 -0.180 3.650
C -1.322 -3.026 3.414
H -0.401 -3.562 3.667
H -1.838 -3.533 2.596
H -1.933 -2.970 4.319
N 2.115 -2.066 2.108
C 1.474 -1.278 1.491
*
```


no.,maximum force (hartree/bohr)
1,0.099
2,0.054
3,0.054
4,0.014
5,0.027
6,0.068